# 1
DFT (wB97M-V/def2-TZVPD) results for the molecule CH5ClN2O.

```
10
Properties=species:S:1:pos:R:3:forces:R:3
O 1.702 -0.083 0.483 0.7 3.1 1.1
C 0.608 -0.596 -0.109 -1.0 -4.7 -4.2
N -0.257 0.447 -0.604 2.1 -1.3 -1.2
N -1.084 0.903 0.316 -1.5 2.1 2.6
Cl -2.378 -0.249 0.627 -1.0 -0.6 0.4
H 1.566 0.895 0.245 1.0 -1.7 0.6
H 0.106 -1.505 0.445 0.6 2.3 -0.3
H 0.931 -1.147 -1.088 -0.3 0.7 1.3
H -0.562 0.340 -1.612 -0.1 0.5 2.1
H -0.631 0.996 1.299 -0.6 -0.3 -2.5
```
Positions in Å, forces in eV/Å.

## Properties
SMILES string: OCNNCl
Total energy (eV): -18665.255
Energy relative to the best compared isomer or geometry (same formula, charge and spin) (kcal per mole): 34.4

# 2
DFT (wB97M-V/def2-TZVPD) results for a cluster of 6 separate species, C33H79BClO16 in total.

```
130
Properties=species:S:1:pos:R:3:forces:R:3
C 3.964 3.451 -1.644 0.2 0.4 0.2
C 3.270 4.791 -1.363 -0.3 -0.6 -0.6
C 1.765 4.577 -1.273 0.3 0.3 0.1
O 1.321 4.044 -2.483 -0.2 -0.5 0.3
B 0.203 3.088 -2.374 -0.3 1.1 -1.1
Cl 0.725 1.467 -1.493 0.1 -0.4 0.3
H 4.951 3.405 -1.190 0.2 0.0 0.1
H 4.106 3.312 -2.707 -0.1 -0.2 -0.3
H 3.357 2.636 -1.271 -0.1 -0.3 0.1
H 3.668 5.281 -0.479 0.0 0.1 0.2
H 3.416 5.422 -2.236 0.3 0.4 0.1
H 1.271 5.534 -1.058 -0.2 0.1 0.0
H 1.556 3.918 -0.426 -0.1 -0.2 0.1
H -0.138 2.776 -3.505 0.1 -0.1 0.1
H -0.757 3.588 -1.801 0.1 -0.2 0.4
C -0.885 -1.497 -0.607 -0.1 -0.1 0.2
O -2.281 -1.715 -0.732 0.0 -0.1 -0.3
C -2.919 -0.677 -1.462 0.0 -0.1 0.2
C -4.112 -1.208 -2.224 0.0 0.1 0.0
O -3.786 -1.941 -3.400 -0.1 -0.1 0.0
C -3.237 -3.236 -3.248 0.2 0.1 -0.1
C -4.236 -4.307 -2.871 0.1 -0.1 0.2
O -4.618 -4.212 -1.507 -0.1 0.2 0.0
C -5.945 -4.610 -1.266 0.1 0.0 0.0
H -0.675 -0.641 0.038 0.1 0.1 -0.1
H -0.449 -2.395 -0.166 -0.1 0.0 0.0
H -0.424 -1.325 -1.582 0.0 0.1 0.0
H -2.219 -0.204 -2.158 0.0 0.0 0.0
H -3.268 0.087 -0.754 0.0 0.1 -0.1
H -4.677 -0.346 -2.587 0.0 0.0 0.0
H -4.770 -1.783 -1.569 0.1 -0.1 0.1
H -2.389 -3.232 -2.559 -0.1 0.0 0.1
H -2.853 -3.494 -4.239 0.0 0.0 0.0
H -3.772 -5.290 -3.030 0.0 0.0 -0.1
H -5.114 -4.225 -3.522 0.0 0.0 0.0
H -6.646 -4.062 -1.907 0.0 -0.1 0.0
H -6.173 -4.378 -0.228 0.0 0.0 0.0
H -6.068 -5.689 -1.428 -0.1 0.0 0.0
C -5.587 -9.138 6.251 -0.1 0.0 -0.1
O -5.720 -8.218 5.193 0.3 0.1 0.1
C -6.237 -6.962 5.606 -0.1 -0.2 -0.1
C -5.700 -5.834 4.754 0.0 0.1 -0.1
O -4.366 -5.457 5.049 0.0 0.0 0.1
C -3.314 -6.304 4.612 0.1 0.0 0.1
C -3.024 -6.232 3.130 0.0 -0.2 -0.1
O -4.016 -6.910 2.377 -0.2 0.2 0.1
C -4.249 -6.320 1.113 0.1 -0.1 0.1
H -6.569 -9.453 6.623 0.0 0.0 0.1
H -5.055 -10.008 5.868 -0.1 0.0 0.0
H -5.005 -8.711 7.076 -0.1 0.0 0.0
H -5.988 -6.769 6.655 0.0 0.0 0.0
H -7.331 -6.987 5.504 0.0 0.1 0.1
H -6.294 -4.947 4.987 0.0 0.0 0.0
H -5.830 -6.049 3.692 0.0 -0.2 0.0
H -3.476 -7.336 4.928 -0.1 0.0 -0.1
H -2.428 -5.936 5.133 0.0 0.0 0.0
H -2.054 -6.711 2.940 0.1 0.1 0.0
H -2.957 -5.181 2.826 0.0 0.0 0.0
H -4.481 -5.256 1.212 0.1 0.0 -0.1
H -5.105 -6.824 0.668 0.0 -0.1 0.0
H -3.383 -6.438 0.454 0.0 0.1 0.0
C 7.870 9.137 -5.014 -0.1 0.0 0.1
O 6.499 8.832 -5.107 0.1 -0.2 -0.3
C 5.770 9.744 -5.909 0.0 0.0 0.2
C 4.604 9.069 -6.596 -0.1 0.0 0.0
O 4.962 8.267 -7.711 0.0 0.1 0.0
C 5.563 7.005 -7.460 0.1 0.0 -0.1
C 4.606 5.938 -6.976 0.1 -0.1 0.3
O 4.243 6.147 -5.627 -0.1 0.3 -0.1
C 2.920 5.726 -5.333 0.1 -0.1 0.0
H 8.032 10.055 -4.435 0.1 0.0 -0.1
H 8.360 8.309 -4.506 0.0 0.0 0.1
H 8.319 9.247 -6.008 0.0 0.1 0.0
H 6.421 10.197 -6.667 0.0 0.0 0.0
H 5.379 10.541 -5.261 0.0 0.1 -0.1
H 3.977 9.860 -7.015 0.0 0.0 0.0
H 3.999 8.511 -5.881 0.1 -0.1 0.1
H 6.417 7.097 -6.786 -0.1 0.0 0.1
H 5.946 6.682 -8.432 0.0 0.0 0.0
H 5.103 4.961 -7.059 0.0 0.0 -0.2
H 3.719 5.932 -7.620 0.0 0.0 0.0
H 2.201 6.205 -6.010 0.0 -0.1 0.0
H 2.685 6.021 -4.315 0.1 -0.1 0.0
H 2.827 4.639 -5.403 -0.1 0.0 0.0
C -12.019 -12.931 9.693 -0.1 0.0 -0.1
O -12.127 -12.103 8.558 0.3 0.1 0.1
C -12.531 -10.778 8.866 -0.1 -0.2 -0.1
C -11.944 -9.781 7.893 0.0 0.1 0.0
O -10.573 -9.487 8.108 0.0 0.0 0.0
C -9.609 -10.455 7.725 0.1 0.0 0.1
C -9.363 -10.542 6.236 0.0 -0.3 -0.1
O -10.428 -11.204 5.573 -0.2 0.3 0.1
C -10.666 -10.708 4.274 0.0 -0.1 0.0
H -13.003 -13.135 10.132 0.0 0.0 0.1
H -11.574 -13.871 9.372 0.0 0.0 0.0
H -11.370 -12.479 10.451 0.0 0.0 0.0
H -12.227 -10.509 9.883 0.0 0.0 0.0
H -13.627 -10.726 8.802 0.0 0.1 0.1
H -12.457 -8.831 8.058 0.0 0.0 0.0
H -12.132 -10.083 6.862 0.0 -0.2 0.0
H -9.842 -11.438 8.140 -0.1 -0.1 -0.1
H -8.678 -10.118 8.186 0.0 0.0 0.0
H -8.443 -11.117 6.064 0.1 0.1 0.0
H -9.222 -9.532 5.835 0.0 0.0 0.0
H -10.833 -9.625 4.289 0.0 0.0 0.0
H -11.566 -11.192 3.898 0.0 0.0 0.0
H -9.833 -10.936 3.601 0.0 0.1 0.0
C 13.349 13.188 -1.970 0.0 -0.1 0.1
O 12.805 11.915 -1.709 0.1 -0.1 -0.3
C 11.433 11.811 -2.058 0.1 0.0 0.3
C 11.073 10.408 -2.492 0.0 -0.1 -0.1
O 11.507 10.069 -3.803 0.0 0.0 0.0
C 12.892 9.851 -4.020 0.0 0.0 -0.1
C 13.417 8.544 -3.470 0.2 0.0 0.1
O 13.554 8.587 -2.059 -0.3 0.0 0.0
C 13.311 7.344 -1.439 0.1 0.1 0.0
H 12.929 13.947 -1.300 0.0 0.1 -0.1
H 14.424 13.126 -1.804 0.0 0.0 0.1
H 13.176 13.488 -3.010 0.0 0.0 0.0
H 11.187 12.509 -2.866 0.0 0.0 0.0
H 10.832 12.068 -1.176 -0.1 0.1 -0.1
H 9.983 10.353 -2.538 0.0 0.0 0.0
H 11.405 9.670 -1.761 0.2 0.1 0.1
H 13.490 10.693 -3.667 0.0 0.0 0.2
H 12.998 9.808 -5.107 0.0 0.0 0.0
H 14.407 8.353 -3.908 -0.1 -0.1 -0.1
H 12.743 7.734 -3.768 0.0 0.0 0.0
H 12.330 6.946 -1.720 0.0 0.0 0.0
H 13.322 7.507 -0.363 0.0 0.0 0.0
H 14.086 6.612 -1.695 0.0 -0.1 0.0
```
Positions in Å, forces in eV/Å.

## Properties
Total charge: -1
Total energy (eV): -81455.204

# 3
DFT (wB97M-V/def2-TZVPD) results for a structure of composition C6H8O2.

```
16
Properties=species:S:1:pos:R:3:forces:R:3
C 1.964 -0.293 0.277 0.2 0.0 0.0
C 0.657 -0.420 -0.427 -0.8 2.5 0.1
C -0.394 -1.288 0.114 -1.9 0.4 0.5
H 0.667 -0.309 -1.508 0.1 0.0 0.1
H 2.522 -1.222 0.090 -0.1 0.1 0.0
H 1.830 -0.216 1.357 -0.1 0.0 -0.1
H 2.552 0.552 -0.079 0.0 -0.1 0.0
H -0.761 -2.037 -0.586 0.2 -0.1 0.1
H -0.158 -1.709 1.090 0.0 0.0 -0.1
C -1.530 -0.164 0.307 -1.2 -4.1 1.1
O -2.304 -0.271 -0.878 0.6 0.9 -0.3
C -0.367 1.170 -0.056 2.1 -0.7 -0.9
C -0.081 2.350 -0.072 0.2 0.2 0.2
O -2.092 -0.061 1.410 0.9 1.0 -1.0
H -2.758 0.563 -1.067 0.0 -0.1 0.3
H 0.254 3.357 0.027 -0.2 0.1 -0.1
```
Positions in Å, forces in eV/Å.

## Properties
Total energy (eV): -10441.343
Energy relative to the best compared isomer or geometry (same formula, charge and spin) (kcal per mole): 124.1

# 4
DFT (wB97M-V/def2-TZVPD) results for a structure of composition C63H68BN12OPbS8.

```
154
Properties=species:S:1:pos:R:3:forces:R:3
Pb 0.207 0.443 -0.632 0.2 -0.2 0.1
C -4.857 0.387 -2.979 0.0 0.0 0.0
C -3.780 -0.652 -3.289 0.1 0.0 0.0
C -4.418 -1.775 -4.105 0.0 0.0 0.0
C -3.195 -1.267 -2.014 0.0 0.0 0.0
N -2.693 -0.027 -4.099 -0.1 0.0 0.0
C -2.343 -0.435 -5.378 0.1 0.0 0.0
C -1.273 0.287 -5.747 0.0 0.0 0.0
N -0.947 1.136 -4.712 -0.2 0.2 -0.1
B 0.344 1.985 -4.823 0.0 -0.1 0.1
N 0.327 3.236 -3.896 0.2 0.0 -0.1
C -0.442 4.305 -4.296 0.0 0.0 0.0
C -0.264 5.301 -3.418 0.0 0.0 0.0
N 0.642 4.859 -2.462 0.1 0.0 0.0
C 0.983 3.562 -2.753 -0.2 0.0 0.1
S 2.007 2.509 -1.863 0.0 0.2 0.0
C 1.104 5.846 -1.432 -0.1 0.0 0.0
C -0.100 6.180 -0.549 0.0 0.0 0.0
C 2.249 5.378 -0.544 0.0 -0.1 -0.1
C 1.586 7.090 -2.188 0.0 0.0 0.0
N 1.603 1.123 -4.601 0.0 -0.1 -0.1
C 2.832 1.631 -4.981 0.0 0.0 0.0
C 3.792 0.876 -4.423 0.0 0.0 0.0
N 3.148 -0.116 -3.706 0.0 0.0 0.0
C 1.808 0.038 -3.828 0.0 0.0 0.1
S 0.638 -1.030 -3.173 0.1 0.0 0.0
C 4.220 -2.387 -3.238 0.0 0.1 -0.1
C 3.622 -2.882 -4.534 0.0 0.0 0.0
C 4.543 -3.491 -2.265 0.0 0.0 0.1
C 6.381 -1.243 -2.569 0.0 0.0 0.0
C -1.831 0.960 -3.710 0.1 -0.2 0.1
S -1.862 1.796 -2.215 -0.2 0.1 -0.1
H -5.654 -0.089 -2.403 0.0 0.0 0.0
H -4.446 1.216 -2.407 0.0 0.0 0.0
H -5.286 0.776 -3.906 0.0 0.0 0.0
H -5.202 -2.226 -3.497 0.0 0.0 0.0
H -4.878 -1.404 -5.022 0.0 0.0 0.0
H -3.698 -2.556 -4.353 0.0 0.0 0.0
H -3.976 -1.835 -1.501 0.0 0.0 0.0
H -2.378 -1.947 -2.266 0.0 0.0 0.0
H -2.817 -0.503 -1.338 0.0 0.0 0.0
H -2.866 -1.204 -5.912 0.0 0.0 0.0
H -0.686 0.251 -6.647 0.0 0.0 0.0
H 0.392 2.404 -5.958 0.0 0.0 0.0
H -1.061 4.253 -5.174 0.0 0.0 0.0
H -0.697 6.282 -3.393 0.0 0.0 0.0
H -0.437 5.280 -0.034 0.0 0.0 0.0
H 0.190 6.923 0.196 0.0 0.0 0.0
H -0.933 6.585 -1.126 0.0 0.0 0.0
H 1.981 4.515 0.053 0.0 -0.1 0.0
H 3.139 5.136 -1.121 0.0 0.0 0.0
H 2.481 6.210 0.125 0.0 0.0 0.0
H 0.785 7.587 -2.734 0.0 0.0 0.0
H 1.996 7.805 -1.473 0.0 0.0 0.0
H 2.372 6.821 -2.894 0.0 0.0 0.0
H 2.903 2.509 -5.599 0.0 0.0 0.0
H 4.863 0.918 -4.473 0.0 0.0 0.0
H 2.603 -3.233 -4.360 0.0 0.0 0.0
H 3.601 -2.093 -5.283 0.0 0.0 0.0
H 4.218 -3.712 -4.921 0.0 0.0 0.0
H 3.741 -4.224 -2.252 -0.1 0.0 0.1
H 5.455 -3.994 -2.599 0.0 0.0 0.0
H 4.705 -3.133 -1.251 0.0 0.0 0.0
H 7.177 -1.734 -3.129 0.0 0.0 0.0
H 6.661 -0.200 -2.419 0.0 0.0 0.0
H 6.292 -1.710 -1.586 0.0 0.0 0.0
O -2.810 2.297 0.752 0.3 0.2 -0.1
N -2.423 3.228 1.725 -0.3 0.0 -0.1
C -3.513 3.852 2.246 0.0 0.1 0.1
C -3.387 4.893 3.099 0.0 0.0 0.0
C -2.076 5.309 3.431 0.0 0.0 0.0
C -1.007 4.665 2.898 0.0 0.0 0.0
C -1.129 3.572 1.978 0.2 -0.1 0.1
S 0.237 2.849 1.334 -0.1 0.1 0.0
H -4.456 3.440 1.917 0.0 0.0 0.0
H -4.266 5.371 3.503 0.0 0.0 0.0
H -1.924 6.136 4.112 0.0 0.0 0.0
H 0.007 4.959 3.131 0.0 0.0 0.0
N 2.514 -1.081 -0.254 0.0 0.1 -0.1
S 2.928 -2.235 0.796 -0.2 -0.3 0.0
N 2.096 -2.128 2.177 0.3 0.0 0.1
S 0.499 -2.166 2.160 -0.1 0.1 0.0
N -0.315 -1.362 1.250 -0.2 0.0 -0.1
S -2.928 0.069 1.977 0.0 0.1 -0.3
N -2.202 1.007 0.870 0.1 -0.3 0.4
C -2.854 0.895 3.570 0.0 0.0 0.0
C -1.554 1.120 4.008 0.0 0.0 0.0
C -1.352 1.793 5.201 0.0 0.0 0.0
C -2.440 2.206 5.960 0.0 0.0 0.0
C -3.733 1.959 5.520 0.0 0.0 0.0
C -3.949 1.310 4.311 0.0 0.0 0.1
C -4.685 0.016 1.663 -0.1 -0.1 0.1
C -5.226 0.654 0.559 0.0 0.0 -0.1
C -6.579 0.491 0.284 0.0 0.0 0.0
C -7.370 -0.306 1.098 0.0 0.0 0.0
C -6.811 -0.963 2.188 0.0 0.0 0.0
C -5.463 -0.811 2.468 0.0 0.0 0.0
C 0.250 -1.841 3.926 0.0 0.0 0.0
C -1.016 -2.118 4.428 0.0 0.0 0.0
C -1.302 -1.855 5.757 0.0 0.0 0.0
C -0.327 -1.302 6.579 0.0 0.0 0.0
C 0.928 -1.010 6.066 0.0 0.0 0.0
C 1.226 -1.282 4.735 0.0 0.0 0.0
C 0.010 -3.911 2.198 0.0 0.0 0.1
C -1.009 -4.306 1.356 -0.1 -0.1 0.0
C -1.479 -5.613 1.425 0.0 0.0 0.0
C -0.933 -6.498 2.343 0.0 0.0 0.0
C 0.096 -6.087 3.186 0.0 0.0 0.0
C 0.574 -4.790 3.113 0.0 0.0 0.0
C 4.499 -1.341 1.695 0.2 0.2 0.0
C 5.676 -2.053 1.770 -0.1 0.0 0.0
C 6.794 -1.455 2.346 0.0 0.0 0.0
C 6.715 -0.152 2.814 0.0 0.0 0.0
C 5.520 0.555 2.719 0.0 0.0 0.0
C 4.399 -0.040 2.159 0.0 -0.1 0.1
C 2.113 -3.756 0.073 0.1 0.1 -0.1
C 1.170 -3.666 -0.931 0.1 -0.1 -0.2
C 0.695 -4.830 -1.522 0.0 0.0 0.0
C 1.165 -6.068 -1.105 0.0 0.0 0.0
C 2.114 -6.146 -0.091 0.0 0.0 0.0
C 2.594 -4.986 0.497 0.0 0.0 0.0
H -0.720 0.802 3.394 0.0 0.0 0.0
H -0.341 1.987 5.536 0.0 0.0 0.0
H -2.280 2.722 6.898 0.0 0.0 0.0
H -4.580 2.285 6.109 0.0 0.0 0.0
H -4.958 1.140 3.961 0.0 0.0 0.0
H -4.596 1.251 -0.088 0.0 -0.1 0.0
H -7.011 0.988 -0.575 0.0 0.0 0.0
H -8.422 -0.430 0.875 0.0 0.0 0.0
H -7.422 -1.603 2.811 0.0 0.0 0.0
H -5.014 -1.333 3.306 0.0 0.0 0.0
H -1.766 -2.551 3.774 0.0 0.0 0.0
H -2.285 -2.077 6.154 0.0 0.0 0.0
H -0.549 -1.097 7.618 0.0 0.0 0.0
H 1.687 -0.580 6.707 0.0 0.0 0.0
H 2.204 -1.078 4.320 0.0 0.0 0.0
H -1.416 -3.582 0.658 0.0 0.0 0.1
H -2.273 -5.937 0.764 0.0 0.0 0.0
H -1.305 -7.513 2.401 0.0 0.0 0.0
H 0.524 -6.781 3.898 0.0 0.0 0.0
H 1.375 -4.452 3.760 0.0 0.0 0.0
H 5.727 -3.066 1.381 0.0 0.0 0.0
H 7.725 -2.003 2.419 0.0 0.0 0.0
H 7.587 0.319 3.251 0.0 0.0 0.0
H 5.463 1.574 3.083 0.0 0.0 0.0
H 3.458 0.495 2.082 0.0 0.0 0.0
H 0.845 -2.695 -1.265 0.0 0.1 -0.1
H -0.035 -4.763 -2.321 0.0 0.0 0.0
H 0.799 -6.974 -1.572 0.0 0.0 0.0
H 2.483 -7.111 0.234 0.0 0.0 0.0
H 3.344 -5.035 1.280 0.0 0.0 0.0
S 3.836 -0.403 -1.076 0.1 -0.1 0.0
C 3.874 -0.990 -2.788 -0.1 0.0 0.0
N 5.170 -1.293 -3.379 0.1 0.1 0.1
```
Positions in Å, forces in eV/Å.

## Properties
Spin multiplicity: 2
Total energy (eV): -178963.435
Energy relative to the best compared isomer or geometry (same formula, charge and spin) (kcal per mole): 0.0

> What is the formula in the first record?

CH5ClN2O